ORCA calculation (ωB97M-V with the def2-TZVPD basis set) on a cluster of 10 separate species, C29H69N5O12S3 in total in a non-equilibrium geometry.

Element x y z (Å)
1 C 24.93987 -10.64641 28.79361
2 S 25.41040 -10.35797 27.02833
3 O 24.15330 -10.43085 26.14404
4 C 25.69170 -8.52234 27.20758
5 H 24.47957 -11.63326 28.84226
6 H 24.26920 -9.91718 29.24805
7 H 25.81282 -10.70165 29.44399
8 H 24.68144 -8.22377 27.48750
9 H 26.10618 -7.98277 26.35601
10 H 26.40974 -8.41546 28.02065
11 C 17.87359 -7.25805 22.95372
12 S 17.55556 -9.09117 22.67794
13 O 18.86559 -9.71067 22.18014
14 C 17.42483 -9.46317 24.50224
15 H 17.11787 -6.76745 23.56715
16 H 17.79715 -6.79549 21.96971
17 H 18.82443 -7.12650 23.47014
18 H 18.43100 -9.44347 24.92096
19 H 17.09247 -10.49752 24.59024
20 H 16.67305 -8.76985 24.87939
21 C 21.23034 -5.88660 26.73231
22 S 20.28571 -7.38004 27.22752
23 O 19.11998 -7.30800 26.30628
24 C 21.25949 -8.87961 26.56399
25 H 20.55448 -5.08795 27.03804
26 H 21.44532 -5.69700 25.68067
27 H 22.06338 -5.81690 27.43180
28 H 20.71898 -9.78521 26.83940
29 H 22.27958 -8.89006 26.94796
30 H 21.40957 -8.77162 25.48978
31 C 19.75189 -2.70448 32.83461
32 O 20.18639 -1.72976 33.46702
33 N 19.86693 -2.92087 31.47796
34 C 19.44384 -4.07523 30.76220
35 C 20.47681 -1.95860 30.62615
36 H 19.23538 -3.48229 33.41808
37 H 18.37503 -4.26468 30.66287
38 H 19.70098 -4.94866 31.36145
39 H 19.98806 -4.23947 29.83218
40 H 20.50327 -0.97372 31.09242
41 H 21.45870 -2.31292 30.31235
42 H 19.93276 -1.78933 29.69693
43 C 17.53687 -4.60821 27.23296
44 O 16.91849 -4.96743 28.26996
45 N 17.65393 -3.41008 26.68143
46 C 18.57460 -3.25867 25.53559
47 C 17.27979 -2.17576 27.35127
48 H 18.01921 -5.27800 26.50432
49 H 19.19915 -2.37682 25.67834
50 H 18.03453 -2.93717 24.64505
51 H 19.19632 -4.11173 25.26381
52 H 16.32040 -2.41668 27.80911
53 H 18.04808 -1.95959 28.09363
54 H 17.10950 -1.39437 26.61063
55 C 22.36505 -7.63565 23.31388
56 O 22.70864 -6.70696 24.02762
57 N 23.02185 -8.19801 22.28135
58 C 22.45595 -9.26222 21.49236
59 C 24.16678 -7.51286 21.77540
60 H 21.44830 -8.23801 23.40835
61 H 21.50907 -9.64398 21.87419
62 H 23.13629 -10.10186 21.35014
63 H 22.36416 -8.81898 20.50079
64 H 23.97258 -6.90778 20.88981
65 H 24.59880 -6.73540 22.40548
66 H 25.01922 -8.18803 21.70063
67 C 23.10660 -5.25529 33.05312
68 O 22.63519 -5.56568 34.13716
69 N 23.14650 -6.07919 31.95365
70 C 22.44668 -7.37068 31.92931
71 C 23.56679 -5.57028 30.63143
72 H 23.51580 -4.25968 32.82175
73 H 21.79019 -7.36663 31.05918
74 H 21.85315 -7.51181 32.83259
75 H 23.24749 -8.10988 31.94905
76 H 24.07848 -4.61258 30.72672
77 H 24.20782 -6.21145 30.02637
78 H 22.78554 -5.29170 29.92423
79 C 21.34465 -3.73918 22.75047
80 O 20.16454 -3.32374 22.98632
81 N 22.40661 -3.01235 22.32357
82 C 23.66937 -3.66406 22.09951
83 C 22.13564 -1.79945 21.66329
84 H 21.77713 -4.74120 22.89580
85 H 23.84877 -4.00870 21.08111
86 H 23.87777 -4.53659 22.71868
87 H 24.47557 -2.95548 22.28939
88 H 21.89281 -2.13719 20.65578
89 H 21.19778 -1.38205 22.02978
90 H 22.84110 -0.96880 21.68385
91 O 23.12500 -3.34585 28.03426
92 C 23.49103 -2.86633 26.96875
93 O 24.34343 -3.45245 26.23154
94 C 24.82957 -4.68995 26.49722
95 C 26.08869 -4.68031 27.40646
96 C 23.02650 -1.50220 26.44546
97 H 24.96090 -5.09126 25.49233
98 H 23.98821 -5.24010 26.91859
99 H 26.50863 -5.68450 27.46450
100 H 25.88425 -4.24324 28.38383
101 H 26.84412 -4.04044 26.95040
102 H 22.34961 -1.05849 27.17556
103 H 22.56412 -1.40733 25.46296
104 H 23.95521 -0.93507 26.38232
105 O 19.04996 -10.97885 29.82213
106 C 18.52091 -11.53609 28.84572
107 O 19.05402 -12.22281 27.86967
108 C 20.38993 -12.64271 27.87451
109 C 20.76386 -12.97220 26.33920
110 C 17.14970 -11.13900 28.54495
111 H 20.68699 -13.47861 28.50785
112 H 21.04502 -11.79800 28.08763
113 H 21.77324 -12.61465 26.13571
114 H 20.17583 -12.37665 25.64089
115 H 20.65768 -13.98215 25.94320
116 H 17.07158 -10.05967 28.67556
117 H 16.47083 -11.56366 29.28447
118 H 16.80881 -11.42948 27.55121

Atomic forces in eV per Å
0.0 -0.1 -0.1
-1.4 0.9 -1.0
1.6 -0.1 1.5
0.0 -1.1 0.7
-0.1 0.0 -0.3
-0.2 0.2 -0.5
0.3 0.1 -0.3
0.2 0.6 -0.1
-0.4 -0.6 -0.3
-0.2 0.1 0.2
-0.3 -0.7 -0.3
1.5 0.4 1.0
-1.4 0.9 0.6
0.1 -0.6 -1.4
-0.3 -0.5 0.1
0.5 0.0 0.0
0.1 -0.1 -0.3
-0.2 0.7 0.1
-0.3 0.0 -0.1
0.4 -0.1 0.4
-0.2 -0.2 1.0
0.8 -0.5 -1.4
-0.7 -0.3 -0.1
0.4 1.6 0.2
-0.2 0.0 0.2
0.2 -0.8 0.1
0.3 0.1 -0.4
-0.1 0.2 0.0
-0.1 -0.1 0.4
-0.5 0.0 0.0
0.7 1.0 0.5
-0.6 -1.2 -1.6
-0.4 1.0 0.8
-0.4 -2.6 1.2
0.5 1.3 -0.4
0.0 -0.3 -0.6
-0.2 0.9 -0.6
0.3 -0.3 0.1
-0.2 0.5 0.0
0.4 -0.2 0.3
0.3 0.3 0.1
-0.4 -0.4 0.0
-1.5 -1.9 1.2
1.5 1.3 -2.2
1.2 1.3 -0.8
-0.6 1.1 -0.3
-0.7 -1.1 -0.1
-0.1 -0.9 0.7
0.5 -0.2 0.5
-0.3 -0.4 -0.2
-0.3 -0.1 0.4
0.1 0.4 0.5
-0.2 0.5 0.1
0.3 0.1 0.2
-0.6 -1.4 -0.2
0.1 0.1 -0.4
0.4 1.3 1.1
0.3 0.2 -0.9
1.6 0.5 -0.1
-0.4 0.4 0.7
0.0 0.3 0.0
0.2 0.0 0.4
-0.6 -0.3 -0.3
-0.1 -0.7 -0.7
-0.7 -0.2 0.9
-0.1 -0.2 -0.8
-0.6 -0.7 -0.1
0.5 0.2 -0.9
-0.3 0.5 -0.9
0.7 0.8 0.6
0.0 0.9 0.2
0.1 0.0 0.2
0.2 -0.5 -0.1
0.1 0.2 0.0
-0.4 -0.6 -0.5
0.3 -0.1 0.4
0.3 -0.5 0.6
-0.8 -0.3 0.3
-1.8 0.8 1.0
3.7 -1.4 -1.0
-0.3 -0.6 1.2
1.2 0.0 -0.2
-1.4 1.1 -1.2
-1.2 -0.4 0.5
-0.4 0.1 -0.4
-0.6 0.1 0.4
0.0 0.1 0.2
0.3 0.9 -0.7
0.0 -0.2 0.2
0.5 -0.6 0.1
0.0 0.5 -0.5
-2.7 0.9 2.4
1.3 2.4 -3.0
0.5 -2.5 0.9
-0.6 0.3 -1.0
0.5 -0.1 0.5
0.7 -0.4 0.2
0.4 -0.4 0.4
-0.1 0.0 0.3
-0.2 -0.4 0.0
0.1 0.0 -0.1
0.2 -0.1 0.0
0.1 -0.8 -0.1
-0.1 0.4 0.1
0.3 -2.3 -1.8
0.7 3.4 2.4
-0.1 -1.5 -0.1
2.2 0.0 -3.0
-0.2 0.6 0.6
-1.9 0.0 -0.4
-0.7 0.0 0.3
-0.2 0.1 0.5
0.2 -0.3 0.2
-0.4 0.3 0.4
0.0 -0.2 0.7
0.1 0.0 -0.1
0.0 -0.1 0.0
0.1 0.0 0.1

Computed properties:
Relative energy (zero: lowest compared OMol25 entry of this formula, charge and spin) ... 79.7 kJ/mol
E_LUMO ... 0.002 hartree

=====

ORCA calculation (ωB97M-V with the def2-TZVPD basis set) on a cluster of 7 separate species, C29H70Cl2N3O15P3 in total in a non-equilibrium geometry.

Element x y z (Å)
1 C -1.96812 -1.18703 -3.93427
2 O -1.91394 -0.39083 -3.01686
3 N -2.88722 -2.18349 -4.01366
4 C -2.88180 -3.15924 -5.09616
5 C -4.00078 -2.28988 -3.08553
6 H -1.24964 -1.22114 -4.76514
7 H -2.25454 -2.81924 -5.91019
8 H -3.89871 -3.38274 -5.41749
9 H -2.47350 -4.10738 -4.71938
10 H -3.97337 -3.28055 -2.62235
11 H -3.95030 -1.48615 -2.36218
12 H -4.95608 -2.21995 -3.61565
13 C -6.86397 2.24580 -1.48006
14 O -7.54117 2.02351 -0.51398
15 N -5.83948 1.46462 -1.89162
16 C -5.44071 0.33971 -1.07878
17 C -5.14225 1.73265 -3.12787
18 H -7.11673 3.07226 -2.16494
19 H -5.27086 0.58023 -0.02430
20 H -4.49407 -0.10923 -1.36962
21 H -6.24983 -0.39910 -1.07159
22 H -5.75034 2.26918 -3.84707
23 H -4.27715 2.38958 -2.92672
24 H -4.62083 0.84136 -3.47179
25 C 1.15744 -3.73556 -5.47090
26 O 0.60710 -2.81845 -6.07252
27 N 1.85134 -3.58946 -4.33953
28 C 2.37389 -4.71720 -3.60760
29 C 1.98221 -2.28349 -3.73043
30 H 1.16558 -4.77987 -5.82514
31 H 2.42479 -5.60538 -4.24563
32 H 1.83502 -4.94878 -2.68821
33 H 3.43780 -4.56976 -3.37958
34 H 2.65690 -1.71296 -4.38142
35 H 1.11615 -1.64041 -3.56671
36 H 2.43982 -2.29777 -2.74075
37 Cl -0.04516 -1.85508 -0.81588
38 C -1.26236 -0.82515 -0.04535
39 C -0.83858 0.61872 -0.04785
40 Cl 0.67751 0.94852 0.85707
41 H -1.44298 -1.21208 0.95953
42 H -2.24310 -0.89610 -0.51555
43 H -1.61094 1.21162 0.42686
44 H -0.57063 0.89716 -1.06120
45 C 4.21597 -7.55211 -1.17927
46 C 4.11202 -6.07003 -0.84261
47 O 5.41749 -5.48046 -0.85824
48 P 5.58269 -3.99903 -1.39309
49 O 6.84821 -3.35735 -1.03564
50 O 5.39541 -4.19549 -2.91993
51 C 5.79407 -3.17900 -3.83161
52 C 4.76381 -2.05774 -3.87643
53 O 4.29461 -3.26920 -0.86318
54 C 4.29835 -2.78727 0.53379
55 C 2.93337 -2.41500 0.91817
56 H 5.20974 -7.90598 -0.90925
57 H 3.40017 -8.14303 -0.77101
58 H 4.16651 -7.69608 -2.26476
59 H 3.37167 -5.59176 -1.49389
60 H 3.62968 -5.91658 0.13278
61 H 6.75767 -2.74288 -3.54148
62 H 6.01479 -3.63205 -4.79431
63 H 4.47987 -1.70689 -2.89170
64 H 5.13129 -1.23729 -4.49872
65 H 3.89792 -2.42859 -4.43745
66 H 4.75983 -3.57333 1.13519
67 H 4.94753 -1.91095 0.53646
68 H 2.54264 -1.54476 0.38833
69 H 2.13799 -3.15941 0.81740
70 H 2.87965 -2.14602 1.97757
71 C -7.27074 4.93836 1.22032
72 C -5.81600 4.93352 1.59727
73 O -5.25463 3.60980 1.38195
74 P -3.70789 3.37505 1.21558
75 O -2.87741 4.36686 1.91341
76 O -3.58204 1.93054 1.78933
77 C -4.02740 1.68183 3.12476
78 C -4.79946 0.39935 3.13936
79 O -3.42127 3.15576 -0.31366
80 C -3.00189 4.33753 -1.08746
81 C -1.94607 3.88337 -2.04886
82 H -7.83520 4.13110 1.68357
83 H -7.71946 5.86441 1.59185
84 H -7.40453 4.93071 0.14004
85 H -5.29120 5.68719 1.01002
86 H -5.66169 5.06969 2.66733
87 H -3.17041 1.66601 3.79747
88 H -4.67031 2.49957 3.45940
89 H -4.16980 -0.45199 2.87045
90 H -5.17258 0.17178 4.14322
91 H -5.68105 0.43103 2.49957
92 H -3.89861 4.53610 -1.68504
93 H -2.71106 5.22313 -0.53510
94 H -0.99616 3.71104 -1.54429
95 H -2.24971 3.05240 -2.67602
96 H -1.75708 4.71499 -2.74284
97 C 2.00194 -0.49639 5.07492
98 C 3.28927 0.23506 5.39322
99 O 3.48168 1.37139 4.53490
100 P 3.29538 2.83725 5.12496
101 O 2.19728 2.98459 6.06952
102 O 3.24800 3.71478 3.84585
103 C 2.18881 3.70347 2.89797
104 C 2.18696 4.96382 2.08167
105 O 4.71354 3.26187 5.67139
106 C 5.05798 3.23594 7.08060
107 C 5.49915 4.63432 7.49151
108 H 1.14224 0.12504 5.32115
109 H 2.05245 -0.88612 4.06701
110 H 1.94227 -1.30459 5.81418
111 H 3.45416 0.44265 6.45313
112 H 4.12472 -0.44035 5.16634
113 H 2.16784 2.81715 2.26173
114 H 1.24474 3.64766 3.45592
115 H 1.29690 4.93186 1.44347
116 H 2.07542 5.84971 2.70132
117 H 3.03190 5.00683 1.39545
118 H 4.19866 2.92302 7.67946
119 H 5.83520 2.48098 7.21699
120 H 6.34352 4.97598 6.90612
121 H 4.61653 5.27547 7.45657
122 H 5.72779 4.64628 8.56389

Atomic forces in eV per Å
-0.4 -0.8 0.1
-0.1 0.6 0.0
-0.4 0.2 -0.5
0.3 -0.3 0.7
0.3 -0.3 -0.3
0.1 0.1 0.0
0.0 0.0 -0.2
0.0 0.3 -0.2
0.0 0.1 -0.1
0.0 0.2 0.3
0.2 -0.3 0.0
0.1 0.1 -0.1
0.1 -0.4 -1.0
-0.5 -0.1 1.2
0.1 0.2 -0.1
-0.3 -0.4 0.9
1.6 0.8 0.8
0.3 0.1 -0.2
-0.3 0.5 -0.1
-0.2 0.3 -0.5
0.2 -0.2 -0.1
-0.3 -0.5 -0.3
-0.2 0.1 0.0
-0.7 -0.2 -0.5
-0.4 0.5 -0.6
0.2 -0.5 0.3
-0.4 0.0 1.1
1.0 -0.6 -0.4
-0.1 1.7 -0.1
-0.1 0.0 -0.1
-0.5 0.1 0.0
-0.2 0.2 -0.1
-0.6 0.3 0.2
-1.2 0.4 0.5
-0.7 -0.8 -0.5
0.1 -0.6 -0.2
-0.2 -0.3 -0.2
-0.4 0.1 0.9
0.4 -0.2 -0.1
0.0 -0.2 0.3
0.4 0.1 0.1
0.3 -0.1 -0.6
-0.1 0.2 -0.3
-0.5 0.3 -0.1
0.4 0.3 -0.9
-1.2 -0.6 0.4
-0.3 0.0 -0.1
1.4 0.0 1.3
-0.1 -0.1 0.2
-0.4 -0.4 -1.0
1.0 1.6 0.0
0.6 -0.9 -1.7
-0.7 0.5 0.1
1.1 -0.3 -1.0
-1.9 0.5 0.8
-0.2 -0.3 0.4
0.1 0.0 0.4
0.0 0.1 0.0
0.7 0.1 -0.2
0.6 -0.1 0.2
-0.1 -0.4 0.4
-0.6 -0.2 -0.1
0.1 0.0 0.0
0.2 0.1 0.3
1.2 -0.1 0.5
-0.2 0.1 0.2
0.1 -0.1 0.2
0.3 0.0 -0.1
0.5 -0.4 -0.3
0.3 0.1 0.0
-0.3 0.3 0.2
0.1 -0.6 0.4
-0.6 0.3 -0.8
0.2 0.9 1.2
-0.1 0.2 -0.5
0.4 -1.0 -0.5
-0.4 0.3 0.5
-0.2 -0.8 0.4
0.6 0.6 0.2
-1.1 -1.3 -1.4
0.8 1.0 -0.3
0.2 -0.2 -0.2
0.1 0.1 -0.1
0.0 -0.2 0.0
0.3 0.0 0.2
-0.1 0.6 -0.1
0.1 -0.1 -0.2
0.0 0.0 -0.1
0.0 0.1 -0.2
0.1 0.2 0.0
0.1 0.1 -0.2
0.0 0.5 0.2
0.0 -0.3 0.6
0.0 -0.4 0.0
0.0 -0.3 0.3
0.0 -0.1 0.1
0.3 0.2 1.5
0.9 -0.8 -0.4
-0.2 0.0 0.2
0.4 -0.2 0.1
-0.5 -0.2 0.6
0.8 0.3 -0.8
-1.5 -0.1 0.4
-0.4 -0.2 -0.6
0.3 -0.1 0.4
-0.1 0.2 0.0
-0.8 -0.6 0.8
-0.1 0.1 -0.6
-0.4 0.0 -0.2
0.0 -0.3 -0.4
-0.6 0.5 0.0
-0.1 0.1 -0.2
0.6 -0.1 0.1
0.1 0.1 0.0
0.0 0.0 0.1
0.4 0.1 0.0
0.2 0.3 0.3
-0.1 0.1 -0.2
0.1 0.1 -0.2
0.0 0.3 -0.1
0.2 0.3 -0.6
0.4 -0.2 -0.2

Computed properties:
Relative energy (zero: lowest compared OMol25 entry of this formula, charge and spin) ... 0.0 kJ/mol
SMILES string ... CCOP(=O)(OCC)OCC.CCOP(=O)(OCC)OCC.CCOP(=O)(OCC)OCC.CN(C)C=O.CN(C)C=O.CN(C)C=O.ClCCCl
E_LUMO ... 0.014 hartree